1.
ORCA calculation (wB97M-V/def2-TZVPD) on C14H26NO15S3V as an isolated structure at a distorted geometry.

Spin multiplicity: 1
Gap between HOMO and LUMO: 6.36 eV
E: -3870.74061 Eh
Net charge: 0
Highest occupied orbital energy: -9.386 eV

Last column: Mulliken charge in e.
Element x y z (Å)
O  -3.639  -1.398  0.838  -0.56
V  -2.531  -2.609  0.654  1.36
O  -2.053  -2.574  -0.816  -0.45
N  0.226  -0.929  0.695  0.71
O  1.262  -1.446  1.119  -0.50
O  -0.896  -1.252  1.194  -0.14
O  0.252  -0.108  -0.235  -0.46
C  -1.810  -0.131  -2.797  0.24
C  -0.626  -0.802  -3.542  -0.07
O  -0.312  0.061  -4.604  -0.37
S  -1.698  0.667  -5.216  1.07
O  -2.315  -0.284  -6.085  -0.55
O  -1.492  2.016  -5.692  -0.53
O  -2.439  0.672  -3.769  -0.37
H  -1.537  0.465  -1.927  -0.09
H  -2.495  -0.913  -2.469  0.22
H  -0.889  -1.805  -3.886  0.35
H  0.196  -0.902  -2.833  0.13
O  -1.085  2.310  4.679  -0.68
S  -0.668  1.382  3.654  1.20
O  -0.031  0.160  4.007  -0.58
O  -2.033  0.919  2.945  -0.27
C  -3.042  1.868  2.617  -0.48
C  -3.077  2.102  1.101  -0.45
C  0.185  2.249  2.331  -0.58
H  -3.004  2.794  3.185  0.39
H  -3.981  1.374  2.871  0.28
H  -2.986  1.204  0.494  -0.02
H  -2.211  2.716  0.823  0.00
H  -3.932  2.695  0.777  0.46
H  1.257  2.221  2.504  0.49
H  -0.175  3.275  2.311  0.37
H  -0.071  1.773  1.385  -0.20
O  0.742  -6.206  0.047  -0.56
S  0.507  -4.823  0.360  0.94
O  -0.842  -4.397  0.691  -0.46
O  1.435  -4.373  1.582  -0.29
C  2.863  -4.324  1.419  -0.08
C  3.483  -4.673  2.767  -1.34
C  1.127  -3.795  -0.997  -0.88
H  3.145  -3.322  1.079  0.24
H  3.128  -5.003  0.603  0.42
H  3.681  -5.746  2.694  0.33
H  2.930  -4.494  3.684  0.33
H  4.445  -4.174  2.894  0.36
H  0.449  -3.838  -1.847  0.36
H  2.059  -4.229  -1.364  0.50
H  1.363  -2.781  -0.675  0.19
C  0.081  4.160  -1.081  -0.42
C  0.803  3.024  -1.440  -0.01
C  2.147  2.885  -1.154  -0.47
C  2.792  3.939  -0.507  -0.34
C  2.104  5.077  -0.145  -0.36
C  0.753  5.209  -0.492  -0.56
H  -0.974  4.199  -1.318  0.45
H  0.277  2.217  -1.940  0.26
H  2.682  1.993  -1.446  0.40
H  3.802  3.896  -0.114  0.34
H  2.524  5.749  0.592  0.36
H  0.143  6.059  -0.205  0.34

---

2.
ORCA calculation (wB97M-V/def2-TZVPD) on C14H26NO3PPtS as an isolated structure at a distorted geometry.

Spin multiplicity: 5
Gap between HOMO and LUMO (spin up / spin down): 7.07 / 5.42 eV
E: -1687.57463 Eh
Net charge: +2
Highest occupied orbital energy (spin up / spin down): -13.243 / -15.928 eV

Last column: Mulliken spin population.
Element x y z (Å)
C  0.294  3.057  -2.207  0.16
C  -0.946  2.584  -1.784  0.16
C  -1.039  1.527  -0.865  0.17
C  0.132  0.935  -0.388  0.49
C  1.376  1.419  -0.788  0.04
C  1.457  2.490  -1.677  0.13
C  -2.404  1.091  -0.425  0.06
C  -2.620  -0.420  -0.245  -0.12
N  -2.529  -1.261  -1.368  0.73
Pt  0.084  -0.769  0.896  0.98
C  2.636  0.788  -0.259  0.04
P  2.232  -0.922  0.297  0.31
H  -1.875  3.024  -2.158  0.01
H  2.451  2.848  -1.959  0.01
H  0.361  3.860  -2.940  -0.02
H  3.018  1.320  0.631  0.01
H  3.431  0.754  -1.019  0.01
H  -2.600  1.526  0.568  0.01
H  -3.166  1.483  -1.118  0.01
H  -1.899  -0.777  0.567  0.17
C  3.437  -1.389  1.541  0.00
C  2.436  -1.927  -1.199  0.01
H  -3.623  -0.586  0.186  0.02
C  -1.731  -1.034  -2.536  0.01
C  -3.201  -2.533  -1.320  0.00
H  0.000  -2.407  1.054  0.07
H  -2.235  -1.530  -3.382  0.02
H  -1.596  0.028  -2.763  0.02
H  -0.729  -1.494  -2.450  0.05
H  -3.443  -2.856  -2.342  0.01
H  -2.574  -3.319  -0.864  0.04
H  -4.123  -2.456  -0.726  0.01
H  3.498  -2.085  -1.424  0.01
H  1.955  -2.894  -1.008  0.00
H  1.945  -1.445  -2.053  0.00
H  4.464  -1.322  1.152  0.02
H  3.312  -0.724  2.406  0.00
H  3.223  -2.423  1.836  0.00
H  -0.260  -2.138  0.064  0.09
C  0.198  1.018  4.646  0.01
S  -0.050  1.530  2.949  0.01
O  -1.430  1.229  2.571  0.01
O  0.445  2.873  2.758  0.01
O  0.936  0.533  2.232  0.20
H  -0.350  1.718  5.281  0.00
H  1.272  1.080  4.845  0.00
H  -0.169  -0.005  4.785  0.00

---

3.
ORCA calculation (wB97M-V/def2-TZVPD) on a 2-piece molecular cluster, C14H26NO5P overall at a distorted geometry.

Spin multiplicity: 1
Gap between HOMO and LUMO: 7.00 eV
E: -1321.30075 Eh
Net charge: 0
Highest occupied orbital energy: -8.675 eV

Last column: Mulliken charge in e.
Element x y z (Å)
C  0.869  0.270  -1.985  -0.57
O  0.866  1.620  -2.404  -0.41
C  0.234  2.475  -1.471  -0.98
C  1.068  2.706  -0.177  0.48
N  0.468  3.793  0.652  -0.71
C  2.529  3.113  -0.492  -1.05
C  3.569  1.963  -0.419  -1.07
C  3.425  1.043  0.789  0.52
C  3.352  1.637  2.049  -0.17
C  3.188  0.847  3.184  -0.62
C  3.078  -0.532  3.025  -0.39
C  3.165  -1.126  1.780  -0.72
C  3.334  -0.338  0.640  -0.18
H  0.898  0.128  -0.895  0.20
H  -0.005  -0.300  -2.350  0.30
H  1.754  -0.240  -2.398  0.28
H  -0.024  3.451  -1.914  0.45
H  -0.704  1.973  -1.156  0.38
H  0.968  1.793  0.424  0.39
H  -0.098  3.366  1.375  0.26
H  -0.090  4.389  0.049  0.26
H  2.548  3.493  -1.529  0.32
H  2.818  3.941  0.167  0.48
H  4.561  2.447  -0.325  0.37
H  3.621  1.420  -1.376  0.37
H  3.422  2.723  2.143  0.34
H  3.149  1.321  4.165  0.39
H  2.917  -1.153  3.909  0.36
H  3.087  -2.206  1.636  0.36
H  3.403  -0.733  -0.374  0.38
C  -5.361  -0.618  0.414  -0.74
O  -4.266  -0.851  -0.494  -0.31
P  -3.092  -1.958  0.008  0.97
O  -1.990  -1.490  -0.884  -0.45
O  -3.959  -3.192  -0.624  -0.34
C  -4.209  -3.207  -2.026  -0.62
O  -2.259  -3.003  0.987  -0.46
C  -1.726  -4.179  0.389  -0.52
H  -6.027  0.112  -0.040  0.24
H  -5.913  -1.544  0.594  0.33
H  -4.993  -0.218  1.360  0.33
H  -3.479  -2.610  -2.575  0.31
H  -5.211  -2.826  -2.226  0.23
H  -4.150  -4.240  -2.367  0.25
H  -1.292  -3.967  -0.588  0.26
H  -2.497  -4.943  0.298  0.24
H  -0.947  -4.550  1.054  0.25

---

> Which of these has the lowest E?

C14H26NO15S3V